{
  "formula": "C2H2ClF3",
  "method": "ωB97M-V/def2-TZVPD",
  "species": ["F", "C", "F", "C", "F", "Cl", "H", "H"],
  "xyz": [[-0.46867, -0.96487, 1.20795], [-0.60824, -0.51427, -0.08489], [-1.78679, 0.11590, -0.14309], [0.46550, 0.54016, -0.14321], [0.46135, 1.50126, 0.84253], [2.03034, -0.38976, 0.12279], [-0.59843, -1.36563, -0.80472], [0.50495, 1.07722, -0.99734]],
  "forces_ev_per_a": [[-0.702, -0.776, -0.378], [0.081, 0.106, 1.911], [-0.903, 0.152, -0.369], [2.456, -1.166, 2.376], [-0.956, -0.947, -0.202], [-0.621, 0.598, -0.673], [0.380, 0.778, 0.455], [0.264, 1.255, -3.121]],
  "energy_ha": -837.17616,
  "homo_ha": -0.426,
  "gap_ev": 12.38,
  "de_lowest_kcal_mol": 22.92,
  "spin_multiplicity": 1,
  "smiles": "FC(F)[C@@H](F)Cl",
  "e_lumo_ev": 0.791
}